1.
Here is a molecular structure, C9H23BNbO6 from OMol25. Energies are from the ωB97M-V functional and the def2-TZVPD basis.

```
40
Properties=species:S:1:pos:R:3:lowdin_charge:R:1
C 2.037 3.587 1.422 -0.68
H -2.553 -1.036 -1.092 0.06
H 1.956 1.507 1.550 0.05
H 2.022 -4.752 1.102 0.08
C 1.498 -2.663 1.125 -0.50
H 1.593 5.268 0.623 0.08
C 2.494 -3.785 0.913 -0.03
Nb 1.962 1.953 -1.267 1.05
H 1.616 3.774 -1.506 -0.12
H 0.420 2.346 1.073 0.06
O -1.042 1.893 -3.074 -0.06
H 0.218 2.646 -4.530 0.07
C -4.000 -2.436 1.761 -0.03
H -1.490 3.147 -4.604 0.07
C -0.654 2.935 -3.942 -0.13
O 3.125 3.832 1.937 0.00
H -5.050 -2.312 1.489 0.08
B -0.275 1.475 -2.033 -0.77
H 2.368 1.878 -3.053 -0.15
H -3.864 -2.206 2.814 0.07
H -4.239 -1.599 -0.914 0.08
H -0.395 3.830 -3.374 0.07
H -0.508 0.360 -0.440 0.04
O 1.149 4.643 1.209 -0.02
H 2.195 0.142 -1.043 -0.13
H 3.776 2.395 -1.218 -0.14
O -2.422 -0.693 1.440 0.07
H 3.328 -3.684 1.610 0.08
H 0.353 -3.483 2.754 0.08
H 0.190 -1.722 2.533 0.07
H 1.660 -2.417 3.259 0.08
C -3.210 -1.730 -0.574 -0.01
O -0.950 0.541 -1.276 0.05
H -3.735 -3.479 1.574 0.08
H 2.864 -3.747 -0.107 0.08
H -2.911 -2.757 -0.793 0.09
C 1.507 2.319 0.975 -0.28
C 0.882 -2.560 2.507 -0.02
C -3.129 -1.519 0.919 -0.50
O 1.215 -1.892 0.249 0.04
```

Net charge   -1
E_HOMO   -4.6 eV
Gap between HOMO and LUMO   7.13 eV



2.
Here is a gas-phase ion, C4H8O2 (charge -2) from OMol25. Energies are from the ωB97M-V functional and the def2-TZVPD basis.

```
14
Properties=species:S:1:pos:R:3:lowdin_charge:R:1
H -0.901 -1.818 1.542 0.04
H -0.756 0.301 1.731 0.10
C 1.151 1.501 -0.693 -0.56
C 0.824 0.122 0.173 -0.23
O 2.414 1.501 -1.157 -0.43
H -1.310 0.459 -0.102 0.04
H 0.274 1.497 -1.399 0.06
H -0.691 -2.097 -0.237 0.05
C -1.182 -1.528 0.525 -0.55
H 0.858 2.248 -0.025 0.03
O -2.524 -1.638 0.450 -0.45
H 1.460 0.312 0.991 0.05
H 1.010 -0.735 -0.471 0.07
C -0.637 0.058 0.600 -0.22
```

Net charge   -2
E_HOMO   1.3 eV
Energy above the lowest of the compared OMol25 structures with the same formula, charge and spin   1.225 eV
Gap between HOMO and LUMO   6.15 eV



3.
Here is a molecular structure, C17H15CdF4N3O4 from OMol25. Energies are from the ωB97M-V functional and the def2-TZVPD basis.

```
44
Properties=species:S:1:pos:R:3:lowdin_charge:R:1
H 0.633 -2.350 0.725 0.05
C -4.071 -0.600 -3.391 0.06
H 3.070 1.088 1.051 0.09
C 2.492 -4.500 3.300 -0.04
F -1.699 -1.620 -0.832 -0.01
H 2.312 1.945 -2.357 0.13
H 3.633 2.019 -0.363 0.10
C 1.248 -2.496 2.764 -0.11
C -2.317 -0.825 -1.763 -0.15
C 2.445 -4.915 1.974 0.01
C 1.784 -4.104 1.073 -0.14
F -2.144 2.466 -3.248 0.07
O 0.637 -0.945 4.420 0.07
C -3.409 -1.335 -2.426 -0.23
H 3.513 -0.914 -0.200 0.09
O 1.259 -3.659 -1.123 0.05
H 2.045 2.348 0.363 0.08
H 0.326 2.680 -1.046 0.11
H 3.002 -5.116 4.028 0.11
C -3.581 0.666 -3.640 -0.22
C 1.593 1.206 -1.982 -0.21
C -2.492 1.191 -2.971 -0.15
H 2.904 -5.832 1.640 0.12
C 0.653 -1.172 3.229 -0.62
H -0.081 2.302 -2.699 0.11
N 1.741 -4.475 -0.357 -0.35
C 0.226 1.852 -1.758 -0.25
N -0.732 0.883 -1.256 -0.13
N 2.142 0.571 -0.763 -0.37
C 3.115 -0.469 -1.113 -0.10
F -3.817 -2.576 -2.126 0.09
Cd 0.183 -0.281 0.250 1.47
H 1.946 -2.969 4.717 0.12
H 3.948 -0.046 -1.688 0.10
H -4.929 -0.990 -3.913 0.13
C 2.761 1.564 0.121 -0.09
F -4.186 1.441 -4.551 0.09
C 1.181 -2.928 1.454 0.00
O 0.249 -0.329 2.327 -0.20
C -1.791 0.458 -1.999 -0.21
O 2.192 -5.549 -0.677 0.10
H 1.487 0.421 -2.735 0.12
H 2.633 -1.249 -1.702 0.08
C 1.907 -3.304 3.691 0.01
```

E_HOMO   -8.0 eV
Energy above the lowest of the compared OMol25 structures with the same formula, charge and spin   0.473 eV
Gap between HOMO and LUMO   7.13 eV



4.
Here is 5 unconnected molecules or ions with the total composition C6H21NO4 from OMol25. Energies are from the ωB97M-V functional and the def2-TZVPD basis.

```
32
Properties=species:S:1:pos:R:3:lowdin_charge:R:1
H 1.576 3.858 -1.245 0.05
H 0.706 -0.825 0.842 0.07
C 1.078 1.383 0.960 -0.19
C 0.790 0.017 0.236 -0.14
C 1.140 3.261 -0.491 0.02
H -2.285 -0.736 -1.136 0.17
H -0.032 3.405 -0.223 0.13
H -0.498 -0.136 -4.132 0.08
O 0.369 0.230 -3.777 -0.08
H -0.542 0.617 -1.202 0.15
O -4.187 0.668 -0.280 0.01
H 2.891 -1.030 0.989 0.05
O -0.289 -1.371 3.028 -0.02
H 0.110 1.796 1.370 0.14
H -1.771 -1.069 0.758 0.14
H 1.418 -0.237 -0.524 0.11
H 2.742 -2.166 1.874 -0.04
O 3.430 -1.740 1.489 -0.01
H 0.294 -1.049 3.712 0.06
C -1.463 -1.020 -0.321 -0.17
H 0.131 1.070 -3.350 0.02
H 2.892 1.899 -0.222 0.16
H 1.560 1.245 1.892 0.11
H -0.897 -0.685 2.818 0.01
H -0.818 -3.023 0.400 0.05
C 1.831 2.257 0.047 -0.19
N -0.587 0.153 -0.275 0.15
C -0.921 -2.491 -0.484 -0.01
H -3.564 1.193 -0.729 0.01
H 0.032 -2.391 -1.047 0.10
H -1.512 -3.166 -1.133 0.11
H -3.626 0.084 0.157 -0.04
```

Multiplicity   2
Net charge   +1
⟨S²⟩   0.755
E_HOMO (alpha / beta)   -14.1 / -14.0 eV
Energy above the lowest of the compared OMol25 structures with the same formula, charge and spin   2.776 eV
Gap between HOMO and LUMO (alpha / beta)   10.55 / 5.77 eV



5.
Here is 3 unconnected molecules or ions with the total composition C26H39O14PS from OMol25. Energies are from the ωB97M-V functional and the def2-TZVPD basis.

```
81
Properties=species:S:1:pos:R:3:lowdin_charge:R:1
H 5.308 -3.089 1.412 0.08
C -3.322 1.836 -0.477 -0.25
C -5.572 0.054 1.487 -0.50
H 4.044 -0.326 4.312 0.16
O -0.674 1.513 2.103 -0.30
H -5.548 0.758 5.136 0.09
H -3.335 0.710 -0.830 0.06
H 3.890 1.609 -0.531 0.12
O 2.154 4.575 -4.120 -0.02
H -0.555 -1.382 -3.513 0.13
O 3.447 -1.313 6.774 0.06
O 0.934 -0.272 1.753 -0.34
H 2.598 1.674 3.728 0.10
O -6.165 -0.268 2.677 0.09
C -5.116 -0.655 3.551 -0.35
H 1.272 0.960 4.632 0.10
H -3.996 -2.999 -5.761 0.10
H -1.822 1.544 -3.359 0.09
C 3.178 -0.031 4.917 -0.35
C -0.428 1.337 -1.524 -0.44
H 1.572 -1.019 6.013 0.14
H 1.889 0.133 3.185 0.03
H -4.013 -1.627 -2.393 0.13
C 2.177 0.720 4.063 -0.03
C -2.701 -0.894 -4.136 -0.17
S 0.266 0.923 1.024 0.89
C -3.954 0.126 3.016 -0.11
H -2.300 -3.754 -5.313 0.10
H -2.993 -0.354 3.224 0.15
H -2.276 -1.249 -5.169 0.11
C 5.807 -3.410 -1.039 -0.07
H -1.849 -1.167 -2.037 0.11
O 2.101 2.190 -4.445 -0.03
C -5.465 -0.325 4.988 -0.02
H 4.098 -0.538 1.056 0.10
H -6.437 -0.752 5.254 0.09
H 4.896 -0.709 -3.771 0.09
O 4.549 0.264 8.017 0.13
C 5.256 -2.647 0.327 -0.05
C 1.547 3.337 -1.972 0.01
H 1.933 0.184 -2.775 0.13
C 2.107 0.572 -1.661 -0.11
C -1.442 -0.739 -3.047 -0.17
H -3.235 0.149 -4.327 0.12
O -4.215 0.145 1.624 0.00
P -1.749 2.715 -1.140 0.95
C 1.143 1.866 -1.371 -0.33
C 3.729 0.941 -1.498 -0.16
H 6.277 -4.475 -0.914 0.07
H 4.154 1.527 -2.418 0.10
C 4.480 -0.547 -1.364 -0.15
H -4.708 -0.712 5.676 0.09
H -4.282 2.348 -0.955 0.07
H 2.525 3.694 -1.389 0.16
C 2.590 -1.198 5.651 -0.11
H -0.102 0.931 -3.830 0.13
H 2.601 -2.117 5.058 0.14
C 5.722 -2.762 -2.563 -0.06
O -6.176 0.239 0.444 0.13
C 4.558 -1.164 0.159 -0.02
H -3.921 1.161 3.374 0.15
H -4.966 -1.736 3.438 0.16
C -3.458 -3.776 -5.044 -0.13
C -0.944 0.822 -2.997 -0.16
O -1.207 3.770 0.136 -0.37
C 3.937 -0.060 7.012 -0.51
O 3.647 0.786 5.978 0.09
H -3.414 1.957 0.700 0.07
O 1.273 2.005 0.118 -0.24
H -3.817 -4.881 -5.231 0.10
H 0.704 4.142 -1.810 0.13
C 1.933 3.356 -3.565 -0.24
O -0.648 0.426 -0.353 -0.28
H 3.065 1.989 -4.639 0.13
H 1.925 -0.353 -0.968 0.13
H 6.087 -3.306 -3.540 0.08
C -3.895 -1.892 -3.547 -0.22
H -1.192 4.701 -0.251 0.07
C 5.024 -1.265 -2.733 -0.03
H -4.935 -1.599 -4.050 0.13
O -3.570 -3.323 -3.648 -0.26
```

E_HOMO   -8.5 eV
Gap between HOMO and LUMO   8.00 eV



6.
Here is a single C3H4N2 molecule from OMol25. Energies are from the ωB97M-V functional and the def2-TZVPD basis.

```
9
Properties=species:S:1:pos:R:3:lowdin_charge:R:1
C -1.047 0.123 0.783 -0.08
H 2.192 -0.614 -1.094 0.05
C 0.154 -0.413 1.066 0.01
H -1.890 0.411 1.395 0.10
H 0.818 -0.356 1.922 0.07
N 1.392 -0.060 -1.395 0.10
N 0.459 -0.115 -0.544 -0.22
C -0.799 0.307 -0.632 -0.13
H -1.279 0.717 -1.502 0.10
```

E_HOMO (alpha / beta)   -7.4 / -7.4 eV
Energy above the lowest of the compared OMol25 structures with the same formula, charge and spin   5.247 eV
Gap between HOMO and LUMO (alpha / beta)   7.42 / 7.59 eV